No. 1
Molecular formula: CH5INO
Method: DFT, ωB97M-V/def2-TZVPD

```
9
CH5INO | OMol25 | ωB97M-V/def2-TZVPD
C 0.24500 -0.52865 -1.25193
N -0.38744 0.42786 -0.73694
O 0.14066 0.28689 1.82430
I -0.29927 -2.53694 -1.76014
H 1.24799 -0.38092 -1.61963
H -0.03758 1.41256 -1.01188
H -1.22621 0.43535 -0.27178
H 0.45303 -0.20519 2.62057
H -0.13619 1.08905 2.20743
```

Output
Kohn-Sham gap: 9.5 eV
net charge: +1
HOMO: -14.84 eV
LUMO: -5.37 eV
total energy: -12748.153 eV

The molecule's Mulliken atomic charges, reported in e, are given here:
1. C -0.161
2. N -0.197
3. O -0.599
4. I 0.346
5. H 0.399
6. H 0.311
7. H 0.271
8. H 0.321
9. H 0.310


No. 2
Molecular formula: CH5INP
Method: DFT, ωB97M-V/def2-TZVPD

```
9
CH5INP | OMol25 | ωB97M-V/def2-TZVPD
C 1.51386 -1.19117 -0.25916
N -1.66704 2.09718 0.87926
P -1.87650 1.58442 -0.53981
I -2.66610 -0.77333 -0.18903
H 1.46213 -2.15830 0.20441
H 2.50776 -0.85523 -0.28399
H 0.87878 -0.54128 0.32810
H -1.18385 3.01394 1.04280
H 1.03096 -1.17625 -1.18258
```

Output
structure (SMILES): [H]/N=P/I.C
Kohn-Sham gap: 8.8 eV
net charge: 0
HOMO: -9.50 eV
LUMO: -0.74 eV
total energy: -19997.267 eV

The molecule's Mulliken atomic charges, reported in e, are given here:
1. C -0.973
2. N -0.392
3. P 0.223
4. I -0.109
5. H 0.247
6. H 0.295
7. H 0.167
8. H 0.274
9. H 0.267